A gas-phase ion, C6H8N (charge +1) at a distorted geometry, computed with ωB97M-V with the def2-TZVPD basis set.

As for the lowest unoccupied orbital energy: -4.6361 eV. The molar mass comes out at 94.137 g mol⁻¹. Its SMILES is C=C[C@@]12C[C@H]1[N+]2=C. The calculation puts the energy relative to the best compared isomer or geometry (same formula, charge and spin) at 129.9 kcal per mole. The HOMO-LUMO gap is 9.3 eV. The calculated total energy is -287.7492 Ha. The strongest force on any atom is 3.9 eV/A.

The geometry in ORCA input format:
```
! wB97M-V def2-TZVPD RIJCOSX def2/J DEFGRID3
* xyz 1 1
C 2.11 0.60 -0.19
C 1.44 -0.50 0.10
C 0.04 -0.63 0.22
C -1.01 -1.64 0.42
C -1.07 -0.70 -0.82
N -0.95 0.50 -0.06
C -1.45 1.57 0.34
H 3.23 0.63 -0.12
H 1.60 1.60 -0.29
H 2.01 -1.48 0.42
H -1.67 -1.54 1.29
H -0.80 -2.62 0.21
H -1.08 -0.68 -1.86
H -1.08 2.14 1.23
H -2.10 2.19 -0.15
*
```

Atomic partial charges in e from the Mulliken method, atoms 1 to 2: -0.695 -0.407

A molecular structure, C10H10GaN2O4S at a distorted geometry, computed with ωB97M-V with the def2-TZVPD basis set.

As for the lowest unoccupied orbital energy: -12.5484 eV. The molar mass comes out at 323.990 g mol⁻¹. The calculation puts the energy relative to the best compared isomer or geometry (same formula, charge and spin) at 10.9 kcal per mole. The HOMO-LUMO gap is 7.0 eV. The calculated total energy is -3119.2989 Ha. The strongest force on any atom is 6.2 eV/A.

The geometry in ORCA input format:
```
! wB97M-V def2-TZVPD RIJCOSX def2/J DEFGRID3
* xyz 3 1
Ga 0.01 -0.15 -0.08
C 0.00 1.01 1.79
O 0.00 1.57 2.79
C 0.00 1.84 -0.94
O -0.01 2.90 -1.38
C -2.11 -0.03 -0.03
O -3.25 -0.01 0.00
C 2.10 -0.03 -0.02
O 3.25 0.00 0.00
C 0.00 -1.74 -1.66
H 0.95 -2.29 -1.50
H -0.95 -2.29 -1.51
C 0.00 -0.49 -2.28
H -0.93 -0.07 -2.70
H 0.93 -0.07 -2.70
C -1.63 -2.54 3.72
N -0.28 -2.02 3.73
C 0.47 -1.67 4.86
C 1.70 -1.23 4.43
N 1.65 -1.30 3.03
C 0.44 -1.80 2.59
S -0.09 -2.28 1.00
H -2.33 -1.89 3.17
H -1.68 -3.54 3.25
H -1.99 -2.63 4.75
H 0.05 -1.77 5.86
H 2.57 -0.88 4.96
H 2.41 -1.09 2.42
*
```

Atomic partial charges in e from the Mulliken method, atoms 1 to 2: 0.518 0.367

2 unconnected molecules or ions with the total composition C5H12NO at a distorted geometry, computed with ωB97M-V with the def2-TZVPD basis set.

As for the lowest unoccupied orbital energy: 4.2804 eV. The molar mass comes out at 102.157 g mol⁻¹. The calculation puts the energy relative to the best compared isomer or geometry (same formula, charge and spin) at 25.5 kcal per mole. The HOMO-LUMO gap is 6.8 eV. The calculated total energy is -327.6553 Ha. The strongest force on any atom is 1.1 eV/A.

The geometry in ORCA input format:
```
! wB97M-V def2-TZVPD RIJCOSX def2/J DEFGRID3
* xyz -1 1
C 1.82 1.82 -0.53
C 1.76 2.54 0.79
C 1.22 1.98 1.87
H 2.83 1.74 -0.94
H 1.41 0.80 -0.37
H 1.19 2.37 -1.24
H 1.97 3.61 0.79
H 1.05 2.61 2.74
H 0.87 0.95 1.82
C -0.33 -1.38 -0.60
O 0.33 -0.67 0.36
C -1.65 -1.91 -0.04
N -2.47 -2.64 -1.03
H -0.54 -0.74 -1.49
H 0.25 -2.25 -0.97
H -1.40 -2.61 0.76
H -2.19 -1.07 0.40
H -3.23 -3.15 -0.61
H -2.88 -2.01 -1.70
*
```

Atomic partial charges in e from the Mulliken method, atoms 1 to 2: -0.487 -0.100

3 unconnected molecules or ions with the total composition C16H22ClFO9 at a distorted geometry, computed with ωB97M-V with the def2-TZVPD basis set.

As for the lowest unoccupied orbital energy: 0.2564 eV. The molar mass comes out at 412.794 g mol⁻¹. Its SMILES is CC[C@H](F)[C@@H]1OC(=O)O[C@@]1(Cl)CC(=O)O.O=C1CCCO1.O=C1CCCO1. The HOMO-LUMO gap is 10.1 eV. The calculated total energy is -1859.9306 Ha. The strongest force on any atom is 10.2 eV/A.

The geometry in ORCA input format:
```
! wB97M-V def2-TZVPD RIJCOSX def2/J DEFGRID3
* xyz 0 1
C 5.48 -1.50 -1.16
C 4.25 -2.53 -1.47
C 3.37 -2.18 -2.81
F 4.33 -1.88 -3.93
C 2.32 -0.93 -2.64
O 2.79 0.24 -1.84
C 1.61 1.11 -1.59
O 1.59 2.37 -1.11
O 0.43 0.28 -1.93
C 0.88 -1.15 -1.90
Cl 0.87 -1.45 -0.04
C -0.31 -2.02 -2.64
C -1.68 -1.96 -1.70
O -2.39 -0.85 -1.47
O -2.12 -3.20 -1.04
H 6.05 -1.89 -0.19
H 5.17 -0.39 -0.99
H 6.30 -1.52 -2.02
H 4.75 -3.60 -1.68
H 3.58 -2.71 -0.50
H 2.71 -3.15 -3.04
H 2.00 -0.64 -3.75
H 0.02 -3.16 -2.67
H -0.51 -1.69 -3.76
H -2.92 -2.97 -0.47
O -5.74 -2.01 -0.74
C -5.41 -1.84 0.43
C -6.18 -1.06 1.45
C -5.16 -0.86 2.53
C -4.27 -2.07 2.38
O -4.29 -2.38 0.99
H -7.02 -1.67 1.79
H -6.53 -0.11 1.04
H -5.59 -0.76 3.53
H -4.58 0.05 2.32
H -4.65 -2.93 2.94
H -3.25 -1.87 2.70
O 1.45 2.15 3.07
C 1.23 3.29 2.69
C 1.77 3.92 1.45
C 1.52 5.39 1.69
C 0.30 5.36 2.57
O 0.41 4.17 3.34
H 1.21 3.55 0.58
H 2.84 3.71 1.33
H 1.38 5.97 0.78
H 2.36 5.82 2.24
H -0.63 5.32 1.99
H 0.26 6.23 3.24
*
```

Atomic partial charges in e from the Mulliken method, atoms 1 to 2: -0.851 -0.514

3 unconnected molecules or ions with the total composition C5H7F3N2Se at a distorted geometry, computed with ωB97M-V with the def2-TZVPD basis set.

As for the lowest unoccupied orbital energy (alpha / beta): -0.2681 / -0.2672 eV. The molar mass comes out at 231.079 g mol⁻¹. The calculation puts the energy relative to the best compared isomer or geometry (same formula, charge and spin) at 58.2 kcal per mole. The HOMO-LUMO gap (alpha / beta) is 6.8 / 6.8 eV. The calculated total energy is -3005.1000 Ha. The strongest force on any atom is 4.4 eV/A.

The geometry in ORCA input format:
```
! wB97M-V def2-TZVPD RIJCOSX def2/J DEFGRID3
* xyz 0 1
C -0.36 -0.95 -0.02
C 0.71 1.55 0.60
C -1.30 -0.06 -0.31
C 2.71 0.43 1.22
C -2.76 -0.33 -0.27
N 0.85 -0.85 0.47
N 1.28 0.34 0.74
F -2.96 -1.52 -0.87
F -3.16 -0.44 1.02
F -3.49 0.61 -0.86
Se -0.93 1.92 -0.21
H -0.75 -1.95 -0.10
H 1.19 2.49 0.99
H 0.03 -1.15 -3.46
H -0.17 -1.63 -2.74
H 3.10 0.93 0.30
H 2.77 1.12 2.13
H 3.24 -0.50 1.36
*
```

Atomic partial charges in e from the Mulliken method, atoms 1 to 2: -0.354 0.008

A molecular structure, C27H35IN4P2Sr at a distorted geometry, computed with ωB97M-V with the def2-TZVPD basis set.

As for the lowest unoccupied orbital energy: -1.2602 eV. The molar mass comes out at 692.077 g mol⁻¹. The HOMO-LUMO gap is 5.8 eV. The calculated total energy is -2279.8732 Ha. The strongest force on any atom is 3.3 eV/A.

The geometry in ORCA input format:
```
! wB97M-V def2-TZVPD RIJCOSX def2/J DEFGRID3
* xyz 0 1
Sr -2.67 0.34 1.20
C 1.83 1.76 -0.55
C 0.79 2.58 -0.55
C -0.04 3.01 -1.73
C -1.20 2.08 -2.11
C -0.85 0.66 -2.41
C 0.35 0.16 -2.74
C 1.62 0.92 -2.97
C 2.51 1.14 -1.73
C -1.74 -1.89 0.51
H 2.34 1.59 0.41
H 0.50 3.03 0.41
H 0.54 3.25 -2.63
H -0.49 3.96 -1.42
H -1.94 2.12 -1.28
H -1.75 2.55 -2.96
H -1.67 -0.04 -2.28
H 0.43 -0.92 -2.82
H 1.49 1.87 -3.50
H 2.22 0.30 -3.66
H 2.92 0.17 -1.41
H 3.38 1.74 -2.04
H -0.88 -2.29 1.09
H -1.37 -1.72 -0.52
H -2.54 -2.68 0.50
P -4.43 4.83 -5.40
P -3.13 6.80 -3.31
N -3.86 3.90 -6.79
N -6.11 4.91 -6.00
N -1.44 7.00 -3.80
N -3.20 8.27 -2.34
C -3.89 6.49 -6.01
C -3.86 7.53 -4.88
C -2.96 2.83 -6.65
C -2.56 2.41 -7.92
C -3.23 3.26 -8.87
C -4.00 4.17 -8.16
C -7.18 4.35 -5.27
C -8.38 4.66 -5.91
C -8.05 5.44 -7.07
C -6.66 5.58 -7.09
C -0.48 6.04 -3.46
C 0.74 6.37 -4.05
C 0.52 7.59 -4.80
C -0.82 7.94 -4.63
C -2.65 9.54 -2.55
C -3.22 10.42 -1.63
C -4.16 9.68 -0.85
C -4.15 8.37 -1.30
H -4.53 6.86 -6.82
H -2.89 6.38 -6.44
H -3.33 8.44 -5.21
H -4.88 7.84 -4.60
H -2.69 2.47 -5.67
H -1.88 1.61 -8.14
H -3.16 3.22 -9.95
H -4.62 4.97 -8.51
H -6.98 3.79 -4.36
H -9.37 4.39 -5.58
H -8.73 5.88 -7.79
H -6.05 6.12 -7.80
H -0.76 5.21 -2.83
H 1.65 5.82 -3.98
H 1.23 8.12 -5.40
H -1.37 8.78 -5.03
H -1.91 9.71 -3.31
H -2.97 11.47 -1.55
H -4.78 10.08 -0.05
H -4.71 7.50 -0.99
I -0.02 0.27 2.63
*
```

Atomic partial charges in e from the Mulliken method, atoms 1 to 2: 1.151 -0.747